1.
C17H28N4O2S in the gas phase at a distorted geometry, computed with wB97M-V/def2-TZVPD.

Structure (XYZ):
```
52
Properties=species:S:1:pos:R:3
C -3.752 7.869 -2.213
C -3.286 6.521 -1.673
C -2.475 5.773 -2.728
C -2.454 6.735 -0.394
C -2.099 5.450 0.251
N -2.916 4.736 0.937
N -2.402 3.605 1.407
C -1.163 3.444 1.080
N -0.424 2.354 1.452
C 0.887 2.187 1.083
O 1.462 3.006 0.404
C 1.487 0.893 1.568
C 1.012 -0.280 0.703
C 1.185 -1.598 1.462
O 1.158 -1.657 2.673
N 1.335 -2.672 0.666
C 1.465 -4.030 1.168
C 2.858 -4.558 0.801
C 3.023 -6.073 0.934
C 2.657 -6.825 -0.345
C 1.161 -6.886 -0.641
C 0.473 -5.523 -0.707
C 0.291 -4.886 0.673
S -0.493 4.732 0.114
H -2.898 8.492 -2.470
H -4.355 7.729 -3.108
H -4.353 8.394 -1.474
H -4.161 5.920 -1.405
H -1.574 6.328 -2.980
H -3.063 5.643 -3.633
H -2.184 4.789 -2.368
H -1.543 7.284 -0.639
H -3.044 7.322 0.313
H -0.891 1.678 2.041
H 2.573 0.970 1.520
H 1.194 0.694 2.602
H -0.055 -0.178 0.482
H 1.552 -0.304 -0.244
H 1.336 -2.557 -0.336
H 1.388 -3.938 2.257
H 3.578 -4.053 1.448
H 3.092 -4.267 -0.226
H 2.431 -6.443 1.771
H 4.071 -6.285 1.157
H 3.029 -7.850 -0.268
H 3.173 -6.357 -1.188
H 0.667 -7.490 0.123
H 1.025 -7.396 -1.597
H 1.030 -4.858 -1.369
H -0.515 -5.668 -1.149
H 0.099 -5.677 1.398
H -0.592 -4.242 0.666
```

## Properties
LUMO level   0.534 eV
Energy relative to the best compared isomer or geometry (same formula, charge and spin)   0.193 eV

Atom charges from the Mulliken analysis, given in e for atoms 1 to 2:
1. C -1.53
2. C 0.68

***

2.
A molecular structure, C23H42B2BaF4N6O4P, computed with wB97M-V/def2-TZVPD.

Structure (XYZ):
```
83
Properties=species:S:1:pos:R:3
Ba 0.124 0.142 0.220
C 2.305 -3.122 3.032
C 1.453 -2.559 1.941
N 1.858 -1.779 1.018
O 3.132 -1.334 0.987
B 3.509 -0.892 -0.389
F 4.189 0.300 -0.273
F 4.264 -1.914 -0.981
O 2.364 -0.562 -1.310
N 1.560 -1.533 -1.973
C 1.060 -0.956 -3.212
C 2.052 -0.739 -4.326
C -0.231 -0.640 -3.323
N -1.089 -0.516 -2.160
O -1.751 -1.733 -1.871
B -2.429 -1.880 -0.547
F -2.428 -0.589 0.115
F -3.694 -2.352 -0.741
O -1.791 -2.855 0.395
N -0.568 -2.431 0.772
C 0.039 -3.018 1.731
C -0.520 -4.156 2.526
C -0.840 -0.310 -4.658
H 3.308 -2.709 2.969
H 1.887 -2.893 4.013
H 2.360 -4.209 2.946
H 3.052 -0.648 -3.901
H 2.055 -1.549 -5.060
H 1.833 0.182 -4.863
H -1.574 -4.284 2.297
H 0.002 -5.087 2.291
H -0.402 -3.975 3.595
H -0.292 -0.784 -5.469
H -1.867 -0.682 -4.668
H -0.882 0.764 -4.848
C -1.796 1.069 2.913
N -1.499 1.996 1.821
C -2.746 2.402 1.165
C -0.791 3.186 2.301
C 0.613 2.911 2.808
N 1.481 2.248 1.834
C 2.747 1.869 2.469
C 1.745 3.088 0.667
H -2.393 1.543 3.702
H -0.874 0.697 3.367
H -2.358 0.220 2.520
H -3.394 2.966 1.849
H -3.285 1.521 0.819
H -2.521 3.028 0.301
H -1.355 3.673 3.111
H -0.758 3.902 1.477
H 0.572 2.275 3.695
H 1.051 3.867 3.133
H 3.274 2.744 2.872
H 3.394 1.372 1.748
H 2.552 1.178 3.291
H 2.189 4.054 0.942
H 0.822 3.289 0.115
H 2.447 2.573 0.005
C -3.449 2.962 -2.544
C -2.064 3.032 -2.515
C -1.311 1.872 -2.384
C -1.946 0.633 -2.302
C -3.329 0.556 -2.338
C -4.072 1.723 -2.453
H -4.036 3.865 -2.642
H -1.563 3.987 -2.601
H -0.225 1.925 -2.409
H -3.815 -0.408 -2.265
H -5.152 1.657 -2.480
C 3.421 -3.497 -3.239
P 2.008 -3.151 -2.199
C 2.243 -4.102 -0.717
C 0.581 -3.856 -3.000
H 3.522 -4.583 -3.277
H 4.315 -3.059 -2.802
H 3.267 -3.118 -4.244
H 2.475 -5.108 -1.074
H 1.315 -4.117 -0.155
H 3.073 -3.730 -0.124
H 0.690 -4.941 -2.968
H 0.513 -3.534 -4.038
H -0.320 -3.546 -2.467
```

## Properties
Total charge   +1
LUMO level   -2.202 eV
Energy relative to the best compared isomer or geometry (same formula, charge and spin)   0.694 eV

Atom charges from the Mulliken analysis, given in e for atoms 1 to 2:
1. Ba 1.41
2. C -1.83

***

3.
2 unconnected molecules or ions with the total composition C4H10N2O at a distorted geometry, computed with wB97M-V/def2-TZVPD.

Structure (XYZ):
```
17
Properties=species:S:1:pos:R:3
C -0.416 4.806 0.679
C -0.540 1.013 0.416
C 0.225 -2.143 -0.976
C -0.708 -1.349 -0.059
N -1.181 3.893 0.631
N 1.419 -2.548 -0.176
O -0.058 -0.087 0.151
H -0.892 5.745 1.207
H 0.570 4.998 0.338
H -1.716 1.136 0.512
H 0.627 -1.389 -1.758
H -0.205 -3.143 -1.424
H -1.739 -1.133 -0.550
H -0.752 -1.826 1.036
H 1.261 -3.281 0.631
H 1.919 -1.718 0.134
H 2.184 -2.973 -0.794
```

## Properties
Total charge   +2
Multiplicity   3
Expectation value of S²   2.013
LUMO level (spin up / spin down)   -10.082 / -11.179 eV
Energy relative to the best compared isomer or geometry (same formula, charge and spin)   0.000 eV

Atom charges from the Mulliken analysis, given in e for atoms 1 to 2:
1. C -0.14
2. C 0.27